Entry 1:
The following is a DFT calculation (ωB97M-V with the def2-TZVPD basis set) of a 2-piece molecular cluster, C3H10N2S overall.

Atoms and positions in Å:
C (-0.88, -2.31, -1.80)
S (0.43, -1.98, -3.02)
H (-1.62, -2.94, -2.28)
H (-0.46, -2.83, -0.94)
H (-1.33, -1.38, -1.46)
H (1.43, -1.90, -2.14)
C (0.51, -0.10, 1.07)
N (-0.61, 2.41, 1.49)
C (0.77, 2.21, 1.14)
N (1.32, 1.10, 0.96)
H (1.15, -0.97, 1.23)
H (0.00, -0.26, 0.12)
H (-0.23, -0.02, 1.86)
H (-0.68, 3.24, 2.06)
H (-1.17, 2.61, 0.66)
H (1.37, 3.12, 1.05)

Calculated values
LUMO: 0.81 eV
SMILES: C/N=C\N.CS
energy above the lowest of the compared OMol25 structures with the same formula, charge and spin: 21.8 kcal/mol
E_HOMO: -9.04 eV

***

Entry 2:
The following is a DFT calculation (ωB97M-V with the def2-TZVPD basis set) of C3H10N2S2 in the gas phase at a distorted geometry.

Atoms and positions in Å:
S (-1.55, 3.70, 0.02)
S (-0.35, 2.49, 1.18)
C (0.33, 1.26, 0.01)
C (0.00, -0.19, 0.42)
C (0.89, -1.08, -0.47)
N (0.90, -2.48, -0.05)
N (-1.42, -0.48, 0.39)
H (-2.75, 3.11, 0.36)
H (1.41, 1.43, 0.05)
H (0.12, 1.38, -1.06)
H (0.41, -0.35, 1.42)
H (1.89, -0.65, -0.43)
H (0.56, -0.89, -1.50)
H (1.69, -2.61, 0.57)
H (1.18, -3.08, -0.83)
H (-1.74, -0.08, -0.48)
H (-1.57, -1.48, 0.40)

Calculated values
LUMO: 0.64 eV
SMILES: NC[C@H](N)CSS
energy above the lowest of the compared OMol25 structures with the same formula, charge and spin: 7.0 kcal/mol
E_HOMO: -8.88 eV

***

Entry 3:
The following is a DFT calculation (ωB97M-V with the def2-TZVPD basis set) of an isolated ion of composition C3H10N3 and charge +1 at a distorted geometry.

Atoms and positions in Å:
C (0.37, -0.39, 0.01)
C (1.32, -1.07, -0.90)
C (-2.04, 0.29, -0.07)
N (-0.16, -1.05, 1.11)
N (-1.02, -0.67, -0.08)
N (1.00, 1.11, 0.36)
H (2.34, -0.92, -0.59)
H (1.01, -2.14, -1.04)
H (1.17, -0.75, -2.00)
H (-2.93, -0.12, 0.37)
H (-1.97, 1.26, 0.60)
H (-2.43, 0.63, -1.04)
H (-0.38, -0.61, 1.95)
H (1.63, 0.96, 1.17)
H (0.40, 2.01, 0.62)
H (1.70, 1.45, -0.48)

Calculated values
LUMO: -4.08 eV
net charge: +1
SMILES: CN1N[C@]1(C)[NH3+]
energy above the lowest of the compared OMol25 structures with the same formula, charge and spin: 118.5 kcal/mol
E_HOMO: -13.70 eV